Entry from the OMol25 dataset: a 2-piece molecular cluster, C4H11N2O overall at a distorted geometry (wB97M-V/def2-TZVPD).

LUMO energy (hartree): -0.204

ORCA input file:
```
! wB97M-V def2-TZVPD RIJCOSX def2/J DEFGRID3
* xyz 1 1
C 0.849 -1.167 0.028
C -1.128 -0.153 1.479
C 0.291 2.364 0.634
C 0.087 -0.034 0.667
N -0.196 -1.890 -2.091
N 0.726 1.056 0.385
O 1.825 -0.893 -0.636
H 0.591 -2.222 0.145
H -1.170 0.562 2.275
H -2.050 0.161 0.810
H -1.192 -1.173 1.811
H 0.980 3.140 0.269
H -0.619 2.656 -0.039
H 0.103 2.850 1.587
H -1.160 -1.575 -2.453
H -0.167 -2.903 -2.090
H 0.614 -1.544 -2.656
H 1.614 0.764 -0.124
*
```



Entry from the OMol25 dataset: a 2-piece molecular cluster, C4H11N2O overall at a distorted geometry (wB97M-V/def2-TZVPD).

LUMO energy (hartree): -0.130

ORCA input file:
```
! wB97M-V def2-TZVPD RIJCOSX def2/J DEFGRID3
* xyz 1 1
C 0.411 1.854 1.200
C -0.440 1.529 0.243
O -0.537 0.182 -0.136
C -1.321 2.466 -0.531
H 0.503 2.887 1.504
H 1.057 1.163 1.721
H -1.257 0.149 -0.767
H -1.159 3.450 -0.100
H -1.007 2.479 -1.576
H -2.373 2.187 -0.498
N 1.350 -2.070 0.856
C 0.378 -2.399 0.044
N 0.547 -2.574 -1.252
H 2.245 -1.767 0.520
H 1.125 -1.876 1.823
H -0.590 -2.631 0.462
H -0.298 -2.768 -1.770
H 1.366 -2.260 -1.744
*
```



Entry from the OMol25 dataset: an isolated ion of composition C4H11N2O and charge +1 at a distorted geometry (wB97M-V/def2-TZVPD).

LUMO energy (hartree): -0.124
SMILES: CNC(=O)[C@H](C)[NH3+]

ORCA input file:
```
! wB97M-V def2-TZVPD RIJCOSX def2/J DEFGRID3
* xyz 1 1
N -1.161 1.266 -1.255
C -0.226 0.257 -0.640
C 1.123 0.258 -1.341
C -0.297 0.577 0.862
N 0.090 -0.372 1.708
C 0.247 -1.812 1.490
O -0.507 1.741 1.173
H -2.134 0.953 -1.275
H -1.175 2.051 -0.574
H -0.794 1.538 -2.163
H -0.694 -0.724 -0.685
H 1.417 1.290 -1.537
H 1.885 -0.063 -0.623
H 1.112 -0.413 -2.191
H 0.347 -0.033 2.626
H -0.662 -2.232 1.064
H 0.302 -2.274 2.479
H 1.127 -2.008 0.881
*
```



Entry from the OMol25 dataset: a 2-piece molecular cluster, C4H11N2O overall at a distorted geometry (wB97M-V/def2-TZVPD).

LUMO energy (hartree): -0.148

ORCA input file:
```
! wB97M-V def2-TZVPD RIJCOSX def2/J DEFGRID3
* xyz 1 1
C 0.550 0.477 0.217
C -1.977 -1.077 -0.796
C 1.518 -0.440 0.602
C -1.799 -0.155 0.419
N 0.613 1.500 -0.535
N 2.755 -0.123 -0.127
O -2.157 1.110 0.318
H -1.452 -2.006 -0.661
H -2.947 -1.484 -1.135
H -1.638 -0.424 -1.669
H 1.451 -0.172 1.708
H 1.200 -1.520 0.707
H -1.764 -0.684 1.416
H -0.265 1.965 -0.770
H 3.354 0.573 0.317
H 1.458 1.944 -0.960
H 3.321 -0.975 -0.279
H -2.219 1.491 1.230
*
```



Entry from the OMol25 dataset: a 2-piece molecular cluster, C4H11N2O overall at a distorted geometry (wB97M-V/def2-TZVPD).

LUMO energy (hartree): -0.172

ORCA input file:
```
! wB97M-V def2-TZVPD RIJCOSX def2/J DEFGRID3
* xyz 1 1
C 2.393 0.739 -1.019
C 2.195 -0.118 0.151
C -1.486 -0.958 -0.331
C -1.041 1.187 0.722
N 1.642 -1.153 0.757
N -0.701 0.233 -0.297
O 2.969 0.941 0.357
H 3.063 0.393 -1.733
H 1.809 1.730 -1.252
H -1.054 -1.877 0.191
H -2.450 -0.709 0.228
H -1.865 -1.176 -1.382
H -1.870 0.771 1.394
H -0.110 1.472 1.287
H -1.489 2.133 0.321
H 0.620 -1.289 0.475
H 1.953 -1.598 1.633
H -0.866 0.880 -1.066
*
```



Entry from the OMol25 dataset: an isolated ion of composition C4H11N2O2 and charge -1 at a distorted geometry (wB97M-V/def2-TZVPD).

LUMO energy (hartree): 0.134
SMILES: [O-]CNCCNCO

ORCA input file:
```
! wB97M-V def2-TZVPD RIJCOSX def2/J DEFGRID3
* xyz -1 1
C 0.807 0.543 0.005
N 0.885 -0.903 0.185
C 1.457 -1.376 1.375
O 2.790 -1.983 1.160
C -0.166 0.846 -1.117
N -1.402 0.074 -1.006
C -2.464 0.883 -0.256
O -2.721 2.067 -0.775
H 0.450 0.998 0.934
H 1.801 0.909 -0.271
H 0.011 -1.305 -0.127
H 1.664 -0.635 2.149
H 0.892 -2.210 1.793
H 3.275 -1.387 0.642
H 0.255 0.707 -2.120
H -0.461 1.892 -1.148
H -1.675 -0.225 -1.929
H -2.078 0.940 0.784
H -3.319 0.165 -0.280
*
```



Entry from the OMol25 dataset: an isolated ion of composition C4H11N2O2 and charge -1 at a distorted geometry (wB97M-V/def2-TZVPD).

LUMO energy (hartree): 0.115
SMILES: N[C@@H](CO)CNC[O-]

ORCA input file:
```
! wB97M-V def2-TZVPD RIJCOSX def2/J DEFGRID3
* xyz -1 1
C 0.407 -0.188 0.723
N 1.526 -0.303 -0.185
C 2.758 0.309 0.331
O 3.100 -0.080 1.589
C -0.853 -0.540 -0.064
C -1.171 0.515 -1.126
O -2.518 1.026 -0.904
N -1.950 -0.884 0.870
H 0.421 0.852 1.062
H 0.475 -0.867 1.580
H 1.717 -1.288 -0.337
H 3.536 -0.019 -0.386
H 2.555 1.402 0.333
H -0.598 -1.526 -0.474
H -1.170 0.084 -2.126
H -0.491 1.353 -0.995
H -2.813 1.440 -1.715
H -2.767 -1.202 0.371
H -2.163 -0.085 1.454
*
```



Entry from the OMol25 dataset: a 2-piece molecular cluster, C4H11N2O2 overall at a distorted geometry (wB97M-V/def2-TZVPD).

LUMO energy (spin up / spin down) (hartree): 0.156 / 0.156

ORCA input file:
```
! wB97M-V def2-TZVPD RIJCOSX def2/J DEFGRID3
* xyz -1 1
C -2.433 0.649 0.332
C 1.640 1.638 0.810
C 1.667 -2.010 -0.057
C -1.946 -0.110 -0.937
N -0.717 -0.884 -0.690
N 0.406 -0.204 -0.852
O 0.628 0.815 0.783
O 1.581 -0.851 -0.903
H -3.565 0.889 0.155
H -2.304 0.000 1.224
H -1.865 1.538 0.321
H 2.513 1.385 0.147
H 2.171 1.469 1.758
H 1.442 2.671 0.763
H 1.363 -1.797 0.920
H 2.757 -2.279 -0.158
H 0.979 -2.563 -0.667
H -1.801 0.613 -1.764
H -2.518 -0.969 -1.184
*
```



Entry from the OMol25 dataset: a 3-piece molecular cluster, C4H11N2O2 overall at a distorted geometry (wB97M-V/def2-TZVPD).

LUMO energy (hartree): -0.106

ORCA input file:
```
! wB97M-V def2-TZVPD RIJCOSX def2/J DEFGRID3
* xyz 1 1
C -1.127 -1.121 -2.252
C -0.197 -0.468 -1.379
C 0.990 -0.925 -0.727
N 1.318 0.059 0.169
C 0.464 1.132 0.130
N -0.464 0.774 -0.857
H -0.943 -2.241 -2.305
H -1.002 -0.598 -3.326
H -2.238 -0.831 -2.061
H 1.368 -1.869 -0.879
H 2.093 -0.033 0.962
H 0.310 1.966 0.816
H -1.384 1.239 -0.818
H 1.701 -1.092 2.882
H 2.927 -0.044 2.968
O 2.471 -0.790 2.504
H -2.537 0.961 1.388
H -2.012 2.385 1.566
O -1.736 1.498 1.220
*
```



Entry from the OMol25 dataset: an isolated ion of composition C4H11N2O2 and charge +1 at a distorted geometry (wB97M-V/def2-TZVPD).

LUMO energy (hartree): -0.124
SMILES: NC(=O)C[C@H]([NH3+])CO

ORCA input file:
```
! wB97M-V def2-TZVPD RIJCOSX def2/J DEFGRID3
* xyz 1 1
C 1.392 -0.521 -0.758
O 2.765 -0.098 -0.563
C 0.563 0.483 0.009
C -0.932 0.450 -0.327
C -1.611 -0.650 0.505
N -2.853 -0.462 1.020
O -0.943 -1.635 0.773
N 1.106 1.863 -0.391
H 1.294 -0.475 -1.843
H 1.153 -1.496 -0.346
H 3.252 -0.809 -0.120
H 0.636 0.439 1.089
H -1.489 1.370 -0.119
H -1.125 0.205 -1.377
H -3.305 -1.311 1.268
H -3.499 0.268 0.767
H 2.099 1.694 -0.580
H 1.021 2.655 0.246
H 0.576 2.142 -1.206
*
```



Q: What is the formula in the sixth record?
A: C4H11N2O2